A molecular structure, C40H39MoN6O7P2S2, computed with the ωB97M-V functional and the def2-TZVPD basis.

Structure (XYZ):
```
97
C40H39MoN6O7P2S2 the ωB97M-V functional and the def2-TZVPD basis
Mo 0.354 0.021 0.061
O 3.554 2.615 1.120
C 2.647 1.987 0.582
N 1.802 1.111 1.128
C 1.943 0.811 2.528
C 1.658 -0.653 2.712
C 1.967 -1.338 3.876
C 1.708 -2.696 3.953
C 1.142 -3.346 2.871
C 0.838 -2.596 1.751
N 1.092 -1.287 1.674
C 2.367 2.128 -0.892
C 3.114 2.971 -1.686
C 2.785 3.074 -3.031
C 1.730 2.330 -3.521
C 1.042 1.484 -2.665
N 1.349 1.395 -1.370
H 1.252 1.396 3.150
H 2.959 1.033 2.875
H 2.416 -0.803 4.701
H 1.945 -3.241 4.858
H 0.913 -4.400 2.888
H 0.362 -3.044 0.890
H 3.913 3.530 -1.221
H 3.346 3.729 -3.683
H 1.429 2.383 -4.558
H 0.189 0.904 -2.985
N 0.629 -2.628 -1.828
P 1.754 -1.475 -1.288
C 3.062 -2.426 -0.449
C 3.282 -3.777 -0.689
C 4.276 -4.457 -0.003
C 5.070 -3.785 0.916
C 4.877 -2.429 1.137
C 3.875 -1.754 0.459
C 2.610 -1.018 -2.825
C 1.980 -1.186 -4.056
C 2.628 -0.831 -5.229
C 3.901 -0.285 -5.176
C 4.527 -0.100 -3.951
C 3.891 -0.474 -2.779
C -0.715 -2.566 -1.506
C -1.599 -3.546 -1.959
C -2.931 -3.422 -1.635
C -3.363 -2.344 -0.874
C -2.423 -1.431 -0.456
N -1.118 -1.537 -0.757
H 0.887 -3.348 -2.487
H 2.679 -4.321 -1.406
H 4.434 -5.511 -0.188
H 5.840 -4.320 1.455
H 5.498 -1.896 1.845
H 3.726 -0.694 0.637
H 0.970 -1.574 -4.099
H 2.130 -0.970 -6.179
H 4.408 -0.005 -6.090
H 5.519 0.330 -3.906
H 4.398 -0.334 -1.832
H -1.232 -4.375 -2.548
H -3.637 -4.167 -1.976
H -4.398 -2.207 -0.608
H -2.688 -0.564 0.128
C -3.969 4.563 -3.631
C -2.487 4.263 -3.644
O -1.939 4.029 -2.339
P -2.283 2.713 -1.491
S -0.911 2.614 -0.057
S -2.523 1.134 -2.639
O -3.692 3.183 -0.863
C -4.651 2.250 -0.347
C -4.331 1.842 1.074
H -4.290 4.824 -4.641
H -4.192 5.398 -2.969
H -4.545 3.699 -3.303
H -1.924 5.119 -4.019
H -2.270 3.396 -4.273
H -4.690 1.384 -1.015
H -5.608 2.770 -0.413
H -3.322 1.435 1.131
H -5.037 1.083 1.416
H -4.388 2.692 1.753
O -1.696 -1.768 2.430
C -1.614 -0.549 2.484
O -1.037 0.220 1.628
C -2.221 0.219 3.644
C -2.009 1.588 3.781
C -2.558 2.282 4.852
C -3.333 1.616 5.790
C -3.534 0.259 5.618
C -2.997 -0.463 4.572
N -4.372 -0.457 6.614
O -4.569 -1.641 6.434
O -4.802 0.184 7.551
H -1.439 2.103 3.019
H -2.391 3.346 4.950
H -3.776 2.126 6.631
H -3.165 -1.524 4.470
```

Values from the calculation:
total charge: 0
2S+1: 2
orbital gap (alpha / beta): 0.26383 / 0.23915 Ha
relative energy (zero: lowest compared OMol25 entry of this formula, charge and spin): 4.6 kJ/mol
E_tot: -107494.220 eV